Version w
# C3H13NO2S2

A 3-piece molecular cluster, C3H13NO2S2 overall (wB97M-V/def2-TZVPD, the OMol25 dataset).

The geometry in XYZ format:
```
21
Properties=species:S:1:pos:R:3
N -1.43 -0.24 2.11
C -0.61 -0.46 0.85
C -1.50 -0.64 -0.38
C 0.34 -1.63 1.14
S 2.09 -1.29 0.76
S 3.12 -0.12 2.06
H -1.28 0.71 2.46
H -2.41 -0.16 1.86
H -0.06 0.50 0.85
H -2.48 -0.19 -0.28
H -0.91 -0.22 -1.19
H -1.90 -1.65 -0.48
H 0.19 -1.89 2.18
H -0.02 -2.49 0.57
H 3.55 0.84 1.15
H 0.83 0.77 -3.17
H 0.87 -0.80 -3.08
O 0.30 -0.02 -3.14
H 0.50 2.59 -0.72
H 0.13 3.57 -1.93
O 0.69 2.85 -1.63
```

Net charge ... +1
LUMO (alpha / beta) ... -4.8303 / -8.3572 eV
Multiplicity ... 2
⟨S²⟩ ... 0.754
HOMO energy (alpha / beta) ... -13.444 / -13.396 eV

=====

Version x
# C3H13NO2S2

A 5-piece molecular cluster, C3H13NO2S2 overall (wB97M-V/def2-TZVPD, the OMol25 dataset).

The geometry in XYZ format:
```
21
Properties=species:S:1:pos:R:3
N 1.29 -0.78 -0.50
C 0.29 -0.47 0.47
C -0.02 0.99 0.87
S -1.73 0.98 1.45
S -0.39 1.02 -2.31
C -2.18 1.48 -2.00
H 1.21 -0.20 -1.35
H 1.22 -1.81 -0.79
H -0.79 -0.82 0.01
H 0.48 -1.04 1.38
H -1.57 -1.12 -0.28
H 0.10 1.81 0.13
H -2.50 1.82 -3.00
H -2.86 0.55 -1.66
H -2.26 2.19 -1.12
H 2.53 -2.10 1.45
H 1.37 -3.87 1.67
O 1.29 -3.05 1.26
H 0.57 1.33 1.71
H 2.89 -0.69 0.80
O 3.22 -1.27 1.51
```

Net charge ... +1
LUMO (alpha / beta) ... -6.8493 / -7.2411 eV
Multiplicity ... 2
⟨S²⟩ ... 1.748
HOMO energy (alpha / beta) ... -13.651 / -13.272 eV

=====

Which is most stable, and by how much? version w, by 706.7 kJ/mol.

=====

Version w
# C4H5NO2S

The molecule C4H5NO2S (wB97M-V/def2-TZVPD, the OMol25 dataset).

The geometry in XYZ format:
```
13
Properties=species:S:1:pos:R:3
C 0.88 0.12 -0.87
C 0.70 1.60 -0.41
C -0.71 1.21 0.08
C 1.97 -0.44 -0.04
H -0.76 -1.65 1.11
H 1.05 0.07 -1.94
H 1.31 1.86 0.40
H 0.77 2.42 -1.18
H 2.94 -0.13 -0.51
N -0.51 -0.09 -0.33
O -1.57 1.80 0.73
O 1.81 -0.83 1.11
S -1.30 -1.54 -0.18
```

LUMO ... 0.3509 eV
HOMO energy ... -9.793 eV

=====

Version x
# C4H5NO2S

A 2-piece molecular cluster, C4H5NO2S overall (wB97M-V/def2-TZVPD, the OMol25 dataset).

The geometry in XYZ format:
```
13
Properties=species:S:1:pos:R:3
C 1.47 1.49 0.23
C 0.31 1.21 -0.58
C 1.34 0.73 1.33
C -0.35 0.22 0.12
N -2.27 -1.32 0.72
O 0.02 -1.83 -2.03
O 0.22 -0.01 1.32
S -1.78 -0.56 -0.54
H 2.13 2.19 0.13
H 0.14 1.49 -1.64
H 1.83 0.80 2.22
H -3.23 -1.62 0.44
H 0.17 -2.80 -1.73
```

LUMO (alpha / beta) ... -1.8529 / -1.8531 eV
HOMO energy (alpha / beta) ... -8.382 / -8.382 eV

=====

Version y
# C4H5NO2S

The molecule C4H5NO2S (wB97M-V/def2-TZVPD, the OMol25 dataset).

The geometry in XYZ format:
```
13
Properties=species:S:1:pos:R:3
C -0.84 0.03 2.81
C -0.10 0.01 0.09
C 0.41 0.41 -2.10
C 1.13 -0.76 -2.75
H 0.04 0.67 2.69
H -0.56 -1.20 3.08
H -1.47 0.69 3.75
H 1.28 0.97 -1.50
H 0.03 0.94 -2.95
N 1.14 -1.84 -3.35
O 1.08 -0.02 0.45
O -0.62 0.00 -1.29
S -1.52 0.11 1.08
```

LUMO ... 0.3879 eV
HOMO energy ... -10.220 eV

=====

Version z
# C4H5NO2S

The molecule C4H5NO2S (wB97M-V/def2-TZVPD, the OMol25 dataset).

The geometry in XYZ format:
```
13
Properties=species:S:1:pos:R:3
C -0.58 -0.29 -0.54
C 0.61 -1.23 -0.14
C 1.46 0.04 0.00
C -1.55 -0.04 0.54
H -0.03 2.34 0.31
H -1.07 -0.44 -1.50
H 0.94 -1.94 -0.95
H 0.45 -1.76 0.83
H -2.37 -0.81 0.62
N 0.46 0.76 -0.58
O 0.27 2.10 -0.58
O -1.49 0.85 1.35
S 2.90 0.42 0.63
```

LUMO ... 0.2708 eV
HOMO energy ... -8.673 eV

=====

Which is most stable, and by how much? version w, by 107.8 kJ/mol.